1.
{
  "formula": "F2N2O2",
  "method": "ωB97M-V/def2-TZVPD",
  "elements": ["F", "N", "O", "O", "F", "N"],
  "xyz": [[1.22545, -0.67606, -0.89626], [-0.96889, -0.00779, 0.03429], [-1.44577, 0.12339, -1.02738], [-1.30957, -0.27926, 1.11535], [1.55872, 0.31211, 0.94672], [0.94006, 0.52760, -0.17272]],
  "forces_ev_per_angstrom": [[0.01, 1.08, 0.38], [2.06, 1.17, -0.52], [-0.51, -0.22, -0.19], [-0.37, -0.37, 0.76], [0.35, -0.20, 1.53], [-1.54, -1.45, -1.96]],
  "homo_lumo_gap_ev": [9.41, 9.66],
  "de_lowest_kcal_mol": 10.7,
  "total_charge": 0
}

2.
{
  "formula": "F2NOP",
  "method": "ωB97M-V/def2-TZVPD",
  "elements": ["O", "F", "F", "P", "N"],
  "xyz": [[1.58190, 0.60628, -0.53163], [-1.76662, -0.55024, 0.07538], [0.06456, 0.60498, 1.25925], [-0.16116, -0.63693, 0.32525], [0.28132, -0.02410, -1.12825]],
  "forces_ev_per_angstrom": [[-4.68, -2.57, -3.08], [1.18, -0.03, 0.45], [-0.73, 0.02, 0.69], [-1.82, -0.80, 1.52], [6.05, 3.38, 0.42]],
  "homo_lumo_gap_ev": [8.49, 8.35],
  "de_lowest_kcal_mol": 54.2,
  "total_charge": 0
}

3.
{
  "formula": "F2OS",
  "method": "ωB97M-V/def2-TZVPD",
  "elements": ["O", "S", "F", "F"],
  "xyz": [[2.33569, 0.17713, -0.06216], [-0.31199, -0.01170, 0.55573], [-0.98369, -1.29881, -0.21584], [-1.04001, 1.13339, -0.27773]],
  "forces_ev_per_angstrom": [[-0.50, -0.03, 0.09], [-0.47, -0.97, -1.09], [0.73, 1.28, 0.78], [0.24, -0.28, 0.22]],
  "homo_lumo_gap_ev": [7.87, 7.83],
  "de_lowest_kcal_mol": 117.4,
  "total_charge": 0
}

4.
{
  "formula": "F2OS2",
  "method": "ωB97M-V/def2-TZVPD",
  "elements": ["F", "S", "O", "S", "F"],
  "xyz": [[0.70893, -1.61412, -0.44005], [-2.07471, -0.56689, 0.06181], [0.18149, 0.92589, 1.18322], [-0.30009, 0.14854, 0.08695], [0.39320, 0.96933, -1.18392]],
  "forces_ev_per_angstrom": [[-1.52, 3.74, 1.19], [1.73, 0.97, -0.53], [0.14, -1.12, -0.49], [1.29, -1.69, -1.74], [-1.64, -1.89, 1.56]],
  "homo_lumo_gap_ev": [8.56, 8.56],
  "total_charge": 0
}

5.
{
  "formula": "F2Sr3",
  "method": "ωB97M-V/def2-TZVPD",
  "elements": ["Sr", "F", "F", "Sr", "Sr"],
  "xyz": [[-2.66843, 1.12619, 0.55948], [2.37096, 0.31608, 0.96285], [-0.34434, 0.35622, 0.23246], [-0.14497, -0.08512, -2.63504], [0.78677, -1.71337, 0.88026]],
  "forces_ev_per_angstrom": [[-0.21, 1.05, 1.46], [-2.32, -2.60, -0.84], [-2.15, -0.82, -1.73], [1.35, 0.78, -0.99], [3.32, 1.59, 2.11]],
  "homo_lumo_gap_ev": 4.65,
  "de_lowest_kcal_mol": 145.3,
  "total_charge": 4
}

6.
{
  "formula": "F4H2N2O13PS4Tl",
  "method": "ωB97M-V/def2-TZVPD",
  "elements": ["Tl", "F", "O", "S", "S", "N", "O", "F", "O", "O", "O", "O", "S", "O", "O", "P", "H", "N", "O", "O", "S", "H", "F", "O", "O", "F", "O"],
  "xyz": [[-0.30863, 0.30334, -0.06750], [2.70832, 1.95200, 0.87342], [-2.87270, -0.29408, -1.10559], [3.45945, 1.42450, -0.47915], [-1.47713, -3.46456, 1.46013], [2.23193, 0.97558, -1.19948], [-2.84536, -3.97789, 1.72159], [1.78657, -0.29024, -3.24675], [4.04504, -0.84378, -2.44042], [0.10310, -2.58847, 3.69451], [-0.36694, -4.34739, 1.63808], [-2.45544, -2.41784, 3.85217], [3.15537, 0.30106, -2.52930], [-4.47544, 1.64282, -0.37161], [4.08683, 2.59288, -1.01386], [-3.46585, 1.12056, -1.42419], [-0.50992, 3.54863, 0.54835], [-1.17461, -1.78388, 1.69587], [3.41881, 1.36707, -3.54495], [-2.17684, 1.98686, -1.41555], [-1.20066, -2.06032, 3.16038], [0.49687, 3.90200, -0.52563], [-1.48334, -3.34182, -0.16409], [-4.00171, 1.16620, -2.90170], [0.16345, 3.16519, -0.01360], [-1.13334, -0.47116, 3.57588], [4.29218, 0.43270, 0.22299]],
  "forces_ev_per_angstrom": [[0.08, 0.78, -0.62], [-0.44, 0.41, -0.72], [0.15, 1.43, -0.24], [4.55, 2.14, 8.42], [-3.54, -6.00, -7.65], [-0.43, -3.42, -4.11], [3.63, 2.27, -0.11], [0.92, -0.27, 1.17], [-1.51, 1.89, 0.83], [-3.04, 0.81, -1.30], [-0.37, 1.33, 0.95], [3.16, -0.08, -1.69], [-2.71, 1.04, -6.30], [1.21, -1.07, -2.67], [0.15, -0.31, -0.07], [-0.71, 0.28, 2.26], [-0.30, 0.08, 0.08], [-0.71, -2.96, -2.60], [0.26, -2.55, 3.16], [0.37, -0.90, 0.22], [0.36, 5.54, 11.15], [0.24, 0.03, -0.30], [-0.05, 0.53, 1.75], [-0.77, 0.05, 0.67], [0.02, -0.28, 0.28], [0.34, -1.77, -0.28], [-0.87, 0.98, -2.27]],
  "multiplicity": 2,
  "homo_lumo_gap_ev": [6.79, 2.86],
  "s_squared": 1.788,
  "de_lowest_kcal_mol": 29.6,
  "total_charge": -1
}